Record 1
This record from OMol25 describes C31H37N4RuSe as an isolated structure. The level of theory is wB97M-V/def2-TZVPD.

CARTESIAN COORDINATES (ANGSTROEM)
Ru  -0.532  0.041  -0.696
C  0.732  -2.529  0.650
C  -0.597  -3.140  1.093
C  -1.819  -2.218  0.906
N  -1.813  -1.506  -0.359
C  -2.386  -2.056  -1.441
C  -2.856  -3.368  -1.483
C  -3.614  -4.035  -2.450
C  -4.219  -3.557  -3.584
C  -4.158  -2.233  -4.042
C  -3.383  -1.189  -3.619
C  -2.373  -1.139  -2.604
N  -1.472  -0.198  -2.523
C  -1.501  0.933  -3.427
C  -2.362  2.010  -2.765
C  -1.674  2.677  -1.579
N  -1.376  1.800  -0.451
C  -1.270  2.322  0.773
C  -1.392  3.699  1.030
C  -1.599  4.386  2.222
C  -1.743  3.911  3.507
C  -1.542  2.589  3.904
C  -1.082  1.515  3.182
C  -0.777  1.375  1.797
N  -0.095  0.357  1.317
C  0.537  -0.542  2.277
C  1.427  -1.601  1.647
H  0.528  -1.972  -0.281
H  1.427  -3.317  0.355
H  -0.551  -3.448  2.142
H  -0.760  -4.049  0.509
H  -1.858  -1.467  1.695
H  -2.734  -2.810  1.002
H  -2.598  -3.981  -0.630
H  -3.788  -5.084  -2.230
H  -4.832  -4.244  -4.153
H  -4.809  -2.001  -4.879
H  -3.532  -0.266  -4.161
H  -1.854  0.663  -4.422
H  -0.482  1.306  -3.545
H  -3.301  1.557  -2.435
H  -2.609  2.797  -3.481
H  -2.309  3.495  -1.239
H  -0.723  3.105  -1.926
H  -1.338  4.339  0.161
H  -1.696  5.460  2.103
H  -2.005  4.624  4.277
H  -1.721  2.384  4.954
H  -0.930  0.616  3.764
H  -0.228  -1.053  2.877
H  1.127  0.052  2.984
H  1.838  -2.196  2.469
H  2.269  -1.122  1.153
C  5.924  -0.102  2.440
C  4.844  0.146  1.422
C  4.667  -0.700  0.337
C  3.679  -0.478  -0.617
C  3.532  -1.459  -1.749
C  2.831  0.630  -0.477
Se  1.445  0.904  -1.785
C  3.003  1.508  0.602
C  2.151  2.732  0.799
C  4.002  1.244  1.534
H  6.455  -1.030  2.232
H  5.509  -0.169  3.447
H  6.654  0.709  2.442
H  5.313  -1.566  0.229
H  4.359  -2.169  -1.746
H  3.505  -0.954  -2.714
H  2.598  -2.021  -1.670
H  1.217  2.659  0.255
H  2.670  3.627  0.446
H  1.928  2.876  1.859
H  4.124  1.923  2.373

## Properties
Expectation value of S² ... 0.775
Charge ... 0
HOMO (alpha / beta) ... -6.5 / -6.8 eV
Orbital gap (alpha / beta) ... 6.6 / 6.3 eV
2S+1 ... 2
Largest force on an atom ... 0.6 eV/Å
LUMO (alpha / beta) ... 0.00598 / -0.02068 hartree

---

Record 2
This record from OMol25 describes C31H38AlNO2 as an isolated structure. The level of theory is wB97M-V/def2-TZVPD.

CARTESIAN COORDINATES (ANGSTROEM)
O  1.059  3.656  -4.173
C  2.495  3.749  -4.502
C  2.319  4.912  -5.464
H  2.826  2.811  -4.959
H  3.114  3.993  -3.630
C  0.816  4.766  -5.078
H  2.497  4.669  -6.511
H  2.724  5.868  -5.116
C  -0.026  4.436  -6.282
H  0.374  3.580  -6.834
H  -0.013  5.329  -6.932
H  -1.067  4.232  -6.002
C  0.313  6.032  -4.438
H  0.947  6.360  -3.607
H  -0.725  5.934  -4.095
H  0.339  6.812  -5.220
Al  -1.073  -1.059  1.972
C  -1.233  0.353  3.463
C  0.099  -0.250  3.591
C  1.006  0.543  2.810
H  0.381  -0.971  4.363
C  0.274  1.576  2.199
C  -1.083  1.478  2.575
H  -1.876  2.201  2.336
H  -2.071  0.172  4.138
H  2.088  0.429  2.804
H  0.709  2.398  1.620
C  -3.102  -1.511  1.671
C  -3.578  -0.175  1.399
C  -3.093  0.224  0.136
H  -4.278  0.375  2.026
C  -2.315  -0.819  -0.420
C  -2.299  -1.920  0.504
H  -2.024  -2.947  0.258
H  -3.510  -2.197  2.417
H  -3.347  1.150  -0.380
H  -1.916  -0.850  -1.431
O  0.131  0.333  -1.181
C  -0.317  1.705  -1.274
C  0.883  2.564  -1.642
H  -0.757  2.031  -0.316
H  -1.106  1.781  -2.046
C  1.860  1.526  -2.236
H  1.317  3.045  -0.750
H  0.603  3.338  -2.351
C  1.568  0.308  -1.378
H  2.897  1.853  -2.270
H  1.544  1.299  -3.261
H  2.089  0.405  -0.401
H  1.846  -0.652  -1.849
C  3.580  -3.895  1.724
C  3.010  -2.798  1.061
C  1.676  -2.470  1.267
C  0.905  -3.214  2.193
C  1.478  -4.311  2.866
C  2.811  -4.653  2.622
N  -0.402  -2.818  2.448
C  -1.294  -3.710  3.083
C  -1.536  -4.981  2.520
C  -2.396  -5.869  3.162
C  -2.973  -5.515  4.391
C  -2.735  -4.252  4.946
C  -1.908  -3.339  4.292
H  4.623  -4.166  1.537
H  3.604  -2.197  0.374
H  1.209  -1.646  0.715
H  0.885  -4.887  3.575
H  3.250  -5.515  3.135
H  -1.024  -5.253  1.594
H  -2.604  -6.842  2.711
H  -3.606  -6.228  4.923
H  -3.187  -3.958  5.892
H  -1.677  -2.359  4.717

## Properties
Charge ... 0
HOMO ... -6.9 eV
Orbital gap ... 7.3 eV
Largest force on an atom ... 1.9 eV/Å
LUMO ... 0.01417 hartree

---

Record 3
This record from OMol25 describes C31H38BClN3O7ReS3 as an isolated structure. The level of theory is wB97M-V/def2-TZVPD.

CARTESIAN COORDINATES (ANGSTROEM)
Re  0.620  -0.176  -1.168
C  4.162  1.663  -0.945
N  3.541  0.477  -0.380
C  3.753  0.448  1.053
C  4.032  -0.740  -0.990
C  3.168  -1.941  -0.673
C  3.848  -3.143  -0.480
C  3.182  -4.343  -0.287
C  1.797  -4.340  -0.281
C  1.108  -3.149  -0.458
C  1.749  -1.914  -0.646
H  5.253  1.664  -0.772
H  3.740  2.552  -0.470
H  3.977  1.710  -2.017
H  4.831  0.445  1.297
H  3.304  -0.448  1.478
H  3.297  1.325  1.515
H  5.068  -0.945  -0.670
H  4.035  -0.594  -2.069
H  4.935  -3.131  -0.500
H  3.739  -5.265  -0.153
H  1.245  -5.266  -0.146
H  0.031  -3.187  -0.469
N  -0.163  1.661  -2.544
N  0.757  2.034  -3.522
C  1.844  1.173  -3.758
O  2.506  1.373  -4.774
O  2.029  0.295  -2.842
H  -1.015  1.254  -2.920
H  -0.373  2.447  -1.946
H  0.393  2.476  -4.345
C  -2.451  -3.726  0.994
C  -2.877  -2.517  0.168
C  -4.029  -2.896  -0.745
O  -1.764  -2.160  -0.664
B  -1.153  -0.996  -0.198
O  -1.896  -0.482  0.850
C  -3.116  -1.224  1.022
C  -3.315  -1.478  2.506
C  -4.246  -0.350  0.501
H  -2.159  -4.524  0.307
H  -3.263  -4.090  1.629
H  -1.586  -3.487  1.616
H  -3.765  -3.807  -1.288
H  -4.222  -2.110  -1.477
H  -4.939  -3.088  -0.169
H  -2.423  -1.919  2.954
H  -4.170  -2.141  2.674
H  -3.503  -0.527  3.009
H  -4.103  -0.115  -0.556
H  -4.243  0.587  1.059
H  -5.217  -0.837  0.631
O  0.719  1.387  0.085
C  0.170  2.173  1.102
C  -0.016  1.413  2.422
C  -0.769  1.744  3.510
C  -0.620  0.826  4.593
C  0.243  -0.185  4.299
S  0.881  -0.014  2.724
C  -1.161  2.828  0.669
C  -2.077  2.392  -0.239
C  -3.204  3.257  -0.374
C  -3.133  4.338  0.446
S  -1.679  4.333  1.346
C  1.216  3.274  1.352
C  2.005  3.485  2.441
C  2.973  4.518  2.239
C  2.897  5.063  0.995
S  1.660  4.331  0.067
H  -1.414  2.613  3.544
H  -1.146  0.913  5.538
H  0.541  -1.018  4.922
H  -1.966  1.471  -0.790
H  -4.030  3.065  -1.050
H  -3.837  5.152  0.553
H  1.900  2.919  3.359
H  3.689  4.831  2.989
H  3.496  5.858  0.571
Cl  -0.247  -2.922  -5.327
C  -1.568  -2.336  -4.274
C  -1.161  -1.267  -3.275
O  -2.005  -0.394  -3.028
O  -0.014  -1.445  -2.729
H  -1.942  -3.190  -3.713
H  -2.352  -1.941  -4.906

## Properties
Expectation value of S² ... 3.774
Charge ... -1
HOMO (alpha / beta) ... -4.8 / -5.6 eV
Orbital gap (alpha / beta) ... 7.0 / 7.9 eV
2S+1 ... 4
Largest force on an atom ... 1.3 eV/Å
Relative energy (zero: lowest compared OMol25 entry of this formula, charge and spin) ... 0.0 kcal/mol
LUMO (alpha / beta) ... 0.08184 / 0.08182 hartree

---

Record 4
This record from OMol25 describes C31H38BrNO3PbSbSi2 as an isolated structure. The level of theory is wB97M-V/def2-TZVPD.

CARTESIAN COORDINATES (ANGSTROEM)
Pb  0.336  0.292  -0.474
Br  -3.570  -1.174  -2.640
C  -3.176  -2.288  -1.141
C  -3.827  -3.505  -1.016
C  -3.506  -4.266  0.097
C  -2.574  -3.791  1.005
C  -2.000  -2.544  0.788
N  -2.313  -1.805  -0.283
C  -1.012  -1.953  1.814
O  -0.528  -2.767  2.606
O  -0.842  -0.708  1.744
H  -4.546  -3.829  -1.753
H  -3.988  -5.224  0.251
H  -2.269  -4.350  1.877
C  3.384  2.939  -1.303
Si  2.097  3.432  -0.024
C  2.961  4.573  1.211
C  0.756  4.448  -0.847
C  1.440  1.913  0.792
H  3.774  3.809  -1.839
H  2.951  2.258  -2.036
H  4.227  2.432  -0.826
H  3.224  5.529  0.749
H  3.879  4.117  1.590
H  2.315  4.781  2.067
H  1.185  5.251  -1.452
H  0.107  4.903  -0.096
H  0.152  3.816  -1.500
H  0.795  2.169  1.638
H  2.272  1.331  1.209
C  0.999  3.462  -4.360
Si  0.598  1.668  -3.952
C  -0.818  1.142  -5.098
C  2.085  0.640  -4.488
O  0.225  1.476  -2.401
H  1.214  3.582  -5.425
H  1.869  3.805  -3.796
H  0.164  4.120  -4.105
H  -0.919  1.814  -5.955
H  -1.771  1.129  -4.568
H  -0.653  0.134  -5.487
H  2.319  0.844  -5.537
H  1.872  -0.428  -4.395
H  2.978  0.856  -3.899
C  -1.297  5.837  3.154
C  -0.990  4.558  3.598
C  -1.273  3.460  2.799
C  -1.865  3.626  1.548
C  -2.167  4.911  1.111
C  -1.886  6.012  1.911
Sb  -2.265  1.868  0.395
C  -3.385  2.827  -1.152
C  -2.750  2.974  -2.383
C  -3.392  3.620  -3.434
C  -4.673  4.120  -3.262
C  -5.315  3.973  -2.039
C  -4.673  3.332  -0.989
C  -3.920  1.300  1.632
C  -4.589  2.252  2.401
C  -5.683  1.895  3.178
C  -6.120  0.579  3.203
C  -5.458  -0.376  2.448
C  -4.365  -0.017  1.671
H  -1.073  6.696  3.775
H  -0.524  4.414  4.565
H  -1.028  2.465  3.157
H  -2.614  5.062  0.136
H  -2.121  7.008  1.557
H  -1.746  2.586  -2.516
H  -2.886  3.725  -4.386
H  -5.176  4.621  -4.080
H  -6.319  4.357  -1.902
H  -5.191  3.214  -0.045
H  -4.249  3.281  2.414
H  -6.188  2.649  3.770
H  -6.969  0.300  3.814
H  -5.780  -1.410  2.469
H  -3.853  -0.773  1.097

## Properties
Charge ... -1
HOMO ... -4.8 eV
Orbital gap ... 7.3 eV
Largest force on an atom ... 0.4 eV/Å
Relative energy (zero: lowest compared OMol25 entry of this formula, charge and spin) ... 0.0 kcal/mol
LUMO ... 0.09182 hartree

---

Record 5
This record from OMol25 describes C31H38Cl2N3OPdSi as an isolated structure. The level of theory is wB97M-V/def2-TZVPD.

CARTESIAN COORDINATES (ANGSTROEM)
Pd  0.694  -1.052  0.826
N  2.968  -1.078  4.316
C  2.428  -1.076  3.098
O  1.194  -1.021  2.958
C  3.365  -1.161  1.925
C  2.694  -0.971  0.559
H  2.365  -1.084  5.121
H  3.960  -1.165  4.452
H  3.834  -2.145  1.979
H  4.159  -0.422  2.069
H  3.027  -1.728  -0.143
H  2.868  0.020  0.143
C  0.515  -1.211  -1.193
Si  0.059  0.466  -1.930
C  0.748  1.736  -0.685
N  0.595  1.368  0.742
C  1.575  2.064  1.610
C  1.060  3.409  2.096
C  -0.107  3.176  3.064
C  -0.882  1.910  2.670
C  -0.792  1.690  1.171
C  1.051  0.790  -3.481
C  2.425  0.529  -3.505
C  3.192  0.814  -4.622
C  2.595  1.369  -5.747
C  1.234  1.635  -5.747
C  0.473  1.346  -4.622
C  -1.772  0.590  -2.303
C  -2.364  -0.432  -3.056
C  -3.715  -0.404  -3.376
C  -4.505  0.657  -2.944
C  -3.935  1.690  -2.211
C  -2.579  1.655  -1.904
H  1.451  -1.560  -1.635
H  -0.216  -1.985  -1.425
H  0.411  2.766  -0.868
H  1.817  1.728  -0.929
H  2.501  2.172  1.045
H  1.783  1.432  2.480
H  0.746  4.005  1.235
H  1.863  3.966  2.579
H  -0.767  4.044  3.069
H  0.273  3.064  4.081
H  -1.932  1.999  2.954
H  -0.488  1.031  3.188
H  -1.118  2.608  0.667
H  -1.459  0.897  0.822
H  2.913  0.089  -2.639
H  4.254  0.602  -4.623
H  3.191  1.591  -6.623
H  0.766  2.065  -6.622
H  -0.591  1.555  -4.638
H  -1.762  -1.268  -3.402
H  -4.151  -1.202  -3.964
H  -5.559  0.685  -3.187
H  -4.545  2.520  -1.879
H  -2.155  2.475  -1.342
C  -0.261  -2.908  1.101
C  -1.467  -2.063  1.191
C  -2.336  -1.818  0.123
C  -3.434  -1.002  0.291
C  -3.688  -0.443  1.546
C  -2.873  -0.716  2.632
C  -1.756  -1.515  2.446
C  -4.803  0.457  1.704
N  -5.679  1.185  1.844
H  -0.084  -3.619  0.308
H  0.165  -3.257  2.033
H  -2.151  -2.262  -0.844
H  -4.084  -0.782  -0.537
H  -3.102  -0.296  3.601
H  -1.093  -1.727  3.274
Cl  2.547  -4.236  0.650
C  2.174  -5.446  1.892
Cl  2.122  -4.719  3.513
H  2.949  -6.202  1.885
H  1.201  -5.869  1.677

## Properties
Charge ... +1
HOMO ... -11.2 eV
Orbital gap ... 7.2 eV
Largest force on an atom ... 1.4 eV/Å
Relative energy (zero: lowest compared OMol25 entry of this formula, charge and spin) ... 0.0 kcal/mol
LUMO ... -0.14879 hartree

---

Record 6
This record from OMol25 describes C31H38F2N7OSTi as an isolated structure. The level of theory is wB97M-V/def2-TZVPD.

CARTESIAN COORDINATES (ANGSTROEM)
Ti  0.087  -0.005  -0.157
C  -2.087  -3.755  0.121
C  -2.833  -2.613  0.807
C  -1.930  -1.709  1.660
N  -1.581  -0.440  1.021
C  -2.461  0.547  1.112
C  -3.760  0.372  1.645
C  -4.841  1.230  1.743
C  -4.988  2.559  1.383
C  -3.979  3.363  0.886
C  -2.645  3.078  0.649
C  -1.901  1.886  0.754
N  -0.595  1.846  0.556
C  0.175  3.070  0.674
C  1.586  2.773  1.193
C  1.660  1.583  2.141
N  1.495  0.304  1.452
C  2.005  -0.767  2.028
C  2.505  -0.787  3.353
C  3.298  -1.709  4.022
C  3.887  -2.875  3.573
C  3.662  -3.443  2.323
C  2.762  -3.099  1.337
C  1.831  -2.021  1.246
N  0.807  -2.012  0.432
C  0.457  -3.286  -0.196
C  -0.943  -3.329  -0.814
H  -1.690  -4.437  0.882
H  -2.814  -4.337  -0.453
H  -3.328  -2.001  0.049
H  -3.624  -3.037  1.434
H  -2.381  -1.510  2.635
H  -0.994  -2.225  1.868
H  -3.975  -0.626  1.994
H  -5.729  0.767  2.162
H  -5.965  3.006  1.514
H  -4.264  4.386  0.658
H  -2.071  3.919  0.281
H  0.233  3.632  -0.268
H  -0.322  3.733  1.390
H  2.285  2.607  0.374
H  1.945  3.657  1.725
H  2.629  1.607  2.647
H  0.894  1.688  2.922
H  2.221  0.072  3.946
H  3.522  -1.436  5.049
H  4.564  -3.386  4.245
H  4.247  -4.332  2.103
H  2.742  -3.769  0.487
H  1.186  -3.520  -0.976
H  0.545  -4.082  0.553
H  -1.190  -2.366  -1.266
H  -0.893  -4.045  -1.640
N  0.964  -1.372  -2.267
C  0.679  -1.738  -3.325
N  0.272  -2.182  -4.498
C  -1.162  -2.245  -4.814
C  -1.508  -3.675  -5.164
O  -0.666  -4.163  -6.202
C  0.692  -4.176  -5.802
C  1.175  -2.774  -5.480
H  -1.360  -1.590  -5.667
H  -1.728  -1.877  -3.962
H  -2.530  -3.745  -5.532
H  -1.406  -4.311  -4.276
H  1.261  -4.595  -6.631
H  0.817  -4.821  -4.922
H  1.172  -2.162  -6.387
H  2.184  -2.791  -5.072
S  2.672  2.486  -3.263
C  3.666  1.474  -2.305
C  2.914  0.824  -1.393
N  1.568  1.160  -1.413
C  1.325  2.027  -2.345
H  4.727  1.392  -2.469
H  3.263  0.107  -0.666
H  0.333  2.401  -2.556
F  -2.430  -0.548  -1.911
C  -1.377  0.403  -1.875
F  -0.964  0.428  -3.253
H  -1.915  1.360  -1.820

## Properties
Expectation value of S² ... 0.753
Charge ... 0
HOMO (alpha / beta) ... -6.4 / -6.6 eV
Orbital gap (alpha / beta) ... 6.8 / 7.0 eV
2S+1 ... 2
Largest force on an atom ... 0.8 eV/Å
Relative energy (zero: lowest compared OMol25 entry of this formula, charge and spin) ... 9.5 kcal/mol
LUMO (alpha / beta) ... 0.01430 / 0.01431 hartree